Record 1
24
Properties=species:S:1:pos:R:3:forces:R:3 method="wB97M-V/def2-TZVPD" s2=0.751 relative_energy_ev=2.0223 e_tot_ev=-13508.69586 gap_ev="3.330 / 10.505" fmax_ev_per_a=6.974 multiplicity=2 homo_ev="-2.68 / -10.04"
H -1.645769 1.576202 -0.622824 0.0 -0.3 -0.8
H 0.928094 2.047715 0.441153 1.6 1.4 1.2
H 2.723600 -0.808320 -1.389987 0.2 -1.7 -1.7
H 3.321436 -2.187624 1.278652 2.4 0.9 0.1
C 0.451311 1.316354 -0.105812 -3.0 -3.0 -1.4
C 2.350069 -1.968355 0.995106 -4.1 -1.8 1.2
H -1.278053 2.567579 0.594158 0.9 -0.7 -0.3
N -1.071501 1.584391 0.214631 -0.1 0.8 0.6
C 2.838556 -0.122679 -0.627992 4.6 -2.7 4.5
C 0.706427 -0.204933 0.369228 -4.6 0.5 3.3
O -2.003172 0.286112 -2.293667 0.7 0.2 1.2
H -1.640886 0.946674 0.855537 1.3 0.0 -0.6
H 1.792951 -2.328369 1.991791 0.6 1.4 -2.3
N 1.978392 -0.616848 0.525320 1.9 0.3 -1.7
H -4.045451 -0.042559 1.462909 1.5 0.3 -2.1
H 2.612987 0.771709 -1.008007 -1.2 3.6 -0.8
H 0.579604 1.424498 -1.212802 -0.2 0.1 1.1
H 4.088229 -0.052449 -0.302738 -3.8 -0.4 -0.8
H -2.234317 0.910522 -2.952301 -0.1 2.0 -0.9
O -3.406697 0.210208 0.702199 -1.5 -1.5 0.5
H 2.111057 -2.761492 0.243787 -0.1 0.7 0.3
O -0.331772 -0.747700 0.893110 3.8 0.7 -1.8
H -2.371930 -0.451774 -2.729848 -0.6 -2.3 -0.3
H -3.434845 -0.496402 -0.025438 -0.1 1.3 1.7


Record 2
69
Properties=species:S:1:pos:R:3:forces:R:3 method="wB97M-V/def2-TZVPD" s2=2.008 charge=+1 relative_energy_ev=0.3740 e_tot_ev=-61953.26985 gap_ev="6.461 / 7.603" fmax_ev_per_a=1.368 multiplicity=3 homo_ev="-10.66 / -11.81"
H 3.203006 2.900018 1.353284 0.0 0.0 0.0
C 2.892591 3.011563 -2.953633 -0.3 0.1 0.0
C -3.017679 -2.856294 -0.050710 -0.3 -0.7 -0.1
H -3.193472 -4.996386 0.254731 0.0 0.0 0.0
C -3.054087 -4.300133 -0.573410 0.2 -0.1 0.0
C -0.484569 -2.312326 -0.211385 0.5 -0.6 -0.1
H -3.976279 -3.403165 1.816986 -0.1 -0.1 -0.1
C 2.595134 3.561257 0.733983 0.1 -0.1 0.0
C -3.254153 -1.840096 -1.176514 0.2 0.3 -0.1
H -0.749511 -1.329026 3.997127 -0.1 -0.5 -0.2
O -3.118997 -1.529710 6.463937 0.1 0.0 0.0
H -0.958524 -0.299058 -0.806411 0.0 0.0 0.1
H 0.091944 2.903064 1.136902 0.1 0.1 0.0
H 1.943685 4.142261 1.388701 0.0 0.0 0.0
H 1.543358 -1.708089 0.104091 0.0 0.0 0.0
O 1.688054 0.721714 -1.311596 0.1 -0.4 0.3
H 0.062562 -1.167993 -1.931056 0.0 0.0 0.0
C -2.053802 -1.625629 -2.094290 0.0 -0.1 0.1
H 5.410748 2.990945 -2.111986 0.0 -0.1 0.0
H 3.688853 3.364367 -3.610872 0.0 0.0 0.0
H -5.071139 -3.093853 0.470631 0.0 0.0 0.0
O -1.835829 -1.641408 1.541158 -0.1 -0.4 0.7
H -3.965872 0.867081 3.877206 0.2 -0.2 -0.3
H 0.345910 3.171505 -1.846609 0.0 -0.1 0.0
C 0.636259 -1.816619 0.695893 0.0 0.1 0.1
H -2.906830 -2.577698 3.378130 0.0 0.3 -0.2
H -1.602789 2.476506 2.996466 0.2 0.3 0.3
H 2.901599 4.855306 -1.810101 0.0 0.0 0.0
H -0.537808 -3.905982 -1.739865 0.0 0.0 0.0
H 0.059809 -4.425380 -0.157464 0.0 0.0 0.0
H -4.122690 -2.167466 -1.750402 0.0 0.0 0.0
P -2.978448 0.893301 4.886488 -0.1 0.5 0.9
H -3.896330 -4.414763 -1.255107 -0.1 0.0 0.1
H -3.523071 -0.878823 -0.725325 0.0 0.0 0.1
H -0.113439 1.608677 -0.044602 0.0 0.0 0.0
H 1.027286 1.389998 1.286549 0.0 0.0 0.0
C 0.033605 -3.599305 -0.869145 -0.1 -0.1 0.0
C 3.498254 2.003824 -1.966835 0.8 0.1 0.1
H 4.709281 0.984127 -3.394969 0.0 0.0 0.0
C 4.793520 2.537250 -1.336952 -0.1 0.0 0.2
O -3.413846 -1.950456 3.920424 0.1 0.0 0.3
H -2.274893 -0.812302 -2.786898 0.0 0.0 0.0
C 1.723863 2.760284 -0.244668 0.3 0.3 0.6
C 2.180894 4.192125 -2.295104 0.1 -0.1 0.0
C 1.133702 3.698831 -1.298954 0.0 0.0 -0.2
H -0.344368 1.581506 4.400591 -0.2 0.5 0.1
H 3.066770 0.338029 -3.308445 0.0 0.0 0.0
P -2.632963 -1.288709 5.116475 -0.3 -0.5 -0.3
C 3.888568 0.737261 -2.719897 -0.1 -0.1 -0.1
H 0.409719 -0.846213 1.129294 0.0 0.0 0.0
H 1.050022 -3.420004 -1.217528 0.0 0.0 0.0
H 2.173661 2.485227 -3.589119 0.0 -0.1 0.1
H -4.310719 -1.740898 1.312487 0.0 0.0 0.0
C -4.155787 -2.756686 0.957414 0.0 0.2 0.0
N 2.479296 1.651801 -0.920233 -0.6 0.3 -0.9
H -1.880310 -2.511071 -2.710634 0.0 0.0 0.0
H -2.163319 -4.609536 -1.103300 0.0 0.0 -0.1
C -0.809959 -1.272125 -1.284538 -0.2 0.1 -0.1
C 0.615332 2.117185 0.582026 -0.3 -0.1 0.0
O -1.094106 -1.604703 4.862445 0.1 0.6 0.1
H 1.688892 4.788267 -3.064598 0.0 0.0 0.0
H 4.229275 -0.037256 -2.032874 0.0 0.0 0.0
N -1.712310 -2.549191 0.634610 -0.2 1.2 -0.6
H 5.358358 1.716379 -0.893562 0.0 0.0 0.0
H 4.650175 3.280774 -0.562725 0.0 0.1 -0.1
S -1.298042 1.270077 3.505141 -0.1 -0.8 -0.9
H 0.826123 -2.529681 1.501277 0.0 0.0 0.0
H 3.248294 4.277489 0.246134 0.0 0.0 0.0
H 0.657538 4.540034 -0.788266 0.0 0.0 0.0


Record 3
19
Properties=species:S:1:pos:R:3:forces:R:3 method="wB97M-V/def2-TZVPD" charge=+1 relative_energy_ev=2.2212 e_tot_ev=-13793.18240 gap_ev="7.050 / 7.348" fmax_ev_per_a=2.548 homo_ev="-10.94 / -11.08"
C -1.432405 -0.651556 0.047127 -0.3 0.3 -0.1
C 3.183068 -0.665114 0.108574 0.4 0.3 0.4
H -3.449978 1.866337 0.167707 -0.1 0.1 0.0
C -3.620111 -0.320469 -0.041926 -0.2 0.7 0.0
N -2.625571 -1.269561 -0.068562 0.6 0.3 0.0
C 2.960585 0.709240 0.023655 0.5 -0.1 0.0
H -2.760699 -2.265344 -0.148411 0.1 0.0 0.0
C -3.025836 0.886374 0.098138 -0.7 -0.2 0.0
N 2.107993 -1.501277 0.049741 0.9 -0.5 0.0
N 1.750014 1.161035 -0.011469 -1.2 -1.0 0.3
H 1.632456 2.135596 -0.258799 0.3 0.1 -0.2
H 2.314594 -2.495271 -0.038076 -0.1 0.0 0.0
H -0.948431 1.367106 0.284404 0.1 -0.1 0.0
H 4.157262 -1.112210 0.141376 0.0 -0.2 0.0
H -4.653263 -0.580072 -0.133498 -0.2 0.0 0.0
N -1.669787 0.673833 0.149945 0.3 -0.8 -0.2
H 3.846610 1.338915 -0.046538 -0.1 0.0 -0.1
N -0.271970 -1.252888 0.243299 1.0 -0.9 0.7
C 0.891946 -1.120817 -0.167471 -1.5 1.9 -0.8